one.
The following is a DFT calculation (wB97M-V/def2-TZVPD) of a single C5H5NO molecule.

Output
Frontier orbital gap (eV): 10.069

ORCA input file:
```
! RIJCOSX wB97M-V def2-TZVPD def2/J DEFGRID3
* xyz 0 1
O -1.9256 0.2706 0.5392
C -0.7519 -0.4556 0.7684
C 0.2122 -0.3536 -0.4384
C 0.8495 2.1192 0.0014
C 0.5505 1.0938 -0.7443
C 1.4270 -1.1437 -0.1908
N 2.3629 -1.7819 0.0413
H -1.6951 1.2104 0.5372
H -0.2266 -0.1325 1.6791
H -1.0419 -1.5016 0.8976
H -0.2965 -0.7822 -1.3073
H 0.5355 1.4570 -1.7835
*
```

=====

two.
The following is a DFT calculation (wB97M-V/def2-TZVPD) of a single C5H5NO molecule.

Output
Frontier orbital gap (eV): 9.922
Structure (SMILES): N#C[C@@H]1C[C@@H]1C=O

ORCA input file:
```
! RIJCOSX wB97M-V def2-TZVPD def2/J DEFGRID3
* xyz 0 1
N 1.6129 1.3400 -2.1279
C 1.2603 0.5671 -1.3455
C 0.8550 -0.3967 -0.3476
C -0.4262 -1.0670 -0.4173
C 0.1304 0.0527 0.8910
C -1.0264 0.9314 0.9249
O -1.9581 0.7901 0.1569
H 1.6434 -1.0744 -0.0480
H -1.1239 -0.7612 -1.2142
H -0.6135 -2.0441 -0.0128
H 0.7392 -0.0299 1.8188
H -1.0930 1.6920 1.7217
*
```

=====

Top of the stability list: two, leading by 120.8 kJ/mol.

=====

one.
The following is a DFT calculation (wB97M-V/def2-TZVPD) of 2 unconnected molecules or ions with the total composition C4H12N2.

Output
Frontier orbital gap (spin up / spin down) (eV): 2.599 / 9.250

ORCA input file:
```
! RIJCOSX wB97M-V def2-TZVPD def2/J DEFGRID3
* xyz -1 2
C -1.2446 -0.3540 -0.3408
C -1.3466 -1.7784 0.1937
C -2.6339 -2.4800 -0.2569
H -1.3447 -0.2767 -1.4244
H -0.2928 0.0946 -0.0586
H -2.0459 0.2141 0.1446
H -1.2760 -1.6678 1.2795
H -0.4697 -2.3960 -0.0432
H -2.7107 -3.4969 0.1406
H -3.4958 -1.8589 -0.0096
H -2.5660 -2.5759 -1.3451
N 2.1656 3.1111 -0.1640
C 2.8231 2.0617 0.3753
N 4.0759 1.8482 0.3250
H 1.3406 3.4441 0.3238
H 2.6581 3.8132 -0.6885
H 2.1404 1.4117 0.9236
H 4.2230 0.8858 0.6249
*
```

=====

two.
The following is a DFT calculation (wB97M-V/def2-TZVPD) of 2 unconnected molecules or ions with the total composition C4H12N2.

Output
Frontier orbital gap (spin up / spin down) (eV): 2.786 / 9.195

ORCA input file:
```
! RIJCOSX wB97M-V def2-TZVPD def2/J DEFGRID3
* xyz -1 2
C -0.1149 2.1678 0.7169
C 0.1536 1.6414 -0.6637
C -0.4500 2.1329 -1.7670
H -1.0342 2.7397 0.7015
H 0.8276 2.5842 1.0696
H -0.3232 1.2740 1.3118
H 1.1301 1.1990 -0.8343
H -0.1181 1.9969 -2.7871
H -1.5123 2.3869 -1.8170
N 0.5509 -3.1710 0.6366
C 0.6127 -1.7228 0.6191
N -0.6514 -1.0084 0.4267
H -0.3359 -3.5681 0.3883
H 1.2554 -3.6149 0.0510
H 1.2500 -1.4275 -0.2115
H 0.9741 -1.3907 1.6031
H -0.8519 -1.0350 -0.5666
H -1.3625 -1.1843 1.1226
*
```

=====

Top of the stability list: one, leading by 168.2 kJ/mol.

=====

one.
The following is a DFT calculation (wB97M-V/def2-TZVPD) of a single C9H12N2O3 molecule.

Output
Frontier orbital gap (eV): 9.388
Structure (SMILES): O=[N+]([O-])[C@@]1(OC2CCC2)C=NC=CC1

ORCA input file:
```
! RIJCOSX wB97M-V def2-TZVPD def2/J DEFGRID3
* xyz 0 1
O -3.0365 -2.5504 -0.5004
N -1.8577 -2.2312 -0.2789
O -0.8974 -2.9488 -0.4415
C -1.5267 -0.8843 0.1716
O -0.2227 -0.7666 0.5794
C 0.8782 -0.7034 -0.2904
C 1.4407 0.6910 -0.5519
C 2.8039 0.0845 -0.1494
C 2.0732 -1.0540 0.5297
C -1.8562 0.1179 -1.3530
N -2.1181 1.3139 -1.1200
C -2.3627 1.8743 0.1221
C -2.5408 1.1480 1.2181
C -2.5659 -0.3282 1.1739
H 0.8250 -1.2723 -1.1187
H 1.1139 1.3492 0.1993
H 1.2215 1.0832 -1.5367
H 3.3197 -0.3935 -0.9783
H 3.3242 0.7021 0.4537
H 2.4774 -1.9950 0.2490
H 1.8771 -0.8666 1.5128
H -1.7483 -0.2829 -2.2719
H -2.5518 2.9995 0.2735
H -3.1175 1.7039 1.8958
H -2.1958 -0.7273 2.0705
H -3.4541 -0.7805 1.0487
*
```

=====

two.
The following is a DFT calculation (wB97M-V/def2-TZVPD) of 2 unconnected molecules or ions with the total composition C9H12N2O3.

Output
Frontier orbital gap (eV): 7.821
Structure (SMILES): O=[N+]([O-])c1ccccc1.CN(C)C=O

ORCA input file:
```
! RIJCOSX wB97M-V def2-TZVPD def2/J DEFGRID3
* xyz 0 1
O 30.5190 13.1910 0.3720
N 30.7180 13.2810 1.5870
O 31.8410 13.2040 2.0870
C 29.6890 13.8330 2.4750
C 29.9070 14.1690 3.9250
C 28.6610 14.8820 4.6850
C 27.3750 15.0650 3.9830
C 27.0970 14.4010 2.7800
C 28.1200 13.7080 1.9000
H 30.6640 14.2110 4.4230
H 29.0230 15.1900 5.7790
H 26.5410 15.6100 4.2900
H 26.1420 14.3830 2.6410
H 27.8570 13.5450 0.7570
C 33.5720 12.3680 4.5760
N 34.7550 11.6480 5.0500
C 35.8940 12.5810 5.0630
C 34.8350 10.4130 5.5860
O 35.8810 9.9040 5.8390
H 32.6000 12.4200 5.4640
H 33.1020 11.8900 3.7110
H 33.7890 13.4150 4.4710
H 36.2750 13.0250 4.0550
H 36.6360 12.2610 5.6820
H 35.7360 13.4960 5.4580
H 33.8010 10.0060 5.7420
*
```

=====

Top of the stability list: one, leading by 240.9 kJ/mol.

=====

one.
The following is a DFT calculation (wB97M-V/def2-TZVPD) of 3 unconnected molecules or ions with the total composition C6H16O2.

Output
Frontier orbital gap (eV): 9.700
Structure (SMILES): C=C(CC)CC.O.O

ORCA input file:
```
! RIJCOSX wB97M-V def2-TZVPD def2/J DEFGRID3
* xyz 0 1
C -0.9007 0.4753 0.0972
C 0.2214 -0.2332 -0.0226
C 1.0118 -0.6004 1.2045
C 1.1079 0.3243 2.4156
C 0.7598 -0.5398 -1.3900
C -0.2746 -0.9125 -2.4685
H -1.3208 0.8328 1.0330
H -1.6372 0.5846 -0.6833
H 2.0337 -0.9046 0.9573
H 0.6333 -1.6017 1.4778
H 0.2234 0.9240 2.6013
H 1.8331 1.0819 2.1106
H 1.5581 -0.1655 3.2729
H 1.4844 -1.3635 -1.3714
H 1.4924 0.2065 -1.7320
H -0.9770 -1.5386 -1.9231
H 0.1543 -1.3564 -3.3562
H -0.8533 -0.0240 -2.7281
O 1.5059 2.4285 0.1021
H 0.9109 2.0614 -0.5575
H 0.9419 2.6485 0.8458
O -3.0836 -1.1095 -0.0783
H -2.4317 -1.8115 -0.0869
H -3.3128 -1.0041 0.8468
*
```

=====

two.
The following is a DFT calculation (wB97M-V/def2-TZVPD) of 3 unconnected molecules or ions with the total composition C6H16O2.

Output
Frontier orbital gap (eV): 9.901
Structure (SMILES): C/C=C/CCC.O.O

ORCA input file:
```
! RIJCOSX wB97M-V def2-TZVPD def2/J DEFGRID3
* xyz 0 1
C 1.1020 0.3656 2.0844
C 0.2497 -0.7744 1.4790
C -0.9575 -0.3663 1.0136
C -1.8553 -1.4895 0.3473
C -1.9437 -1.5291 -1.1092
C -0.4405 -1.7193 -1.7037
H 0.6476 1.0529 2.8066
H 1.3475 1.1549 1.2175
H 2.0632 -0.0179 2.4629
H 0.7664 -1.6814 1.4344
H -1.3604 0.5381 0.6398
H -1.2859 -2.4109 0.7241
H -2.8382 -1.3748 0.8062
H -2.6518 -2.2931 -1.6564
H -2.5267 -0.5600 -1.5360
H 0.3657 -1.8555 -1.0246
H -0.0620 -0.9395 -2.4634
H -0.3151 -2.6715 -2.1675
O -1.8751 3.7927 2.7972
H -1.0917 3.6496 2.3101
H -1.5782 4.1101 3.6625
O 4.4551 1.8402 -3.8830
H 5.1154 2.3247 -4.3983
H 4.6697 0.8542 -3.8435
*
```

=====

Top of the stability list: one, leading by 162.8 kJ/mol.

=====

one.
The following is a DFT calculation (wB97M-V/def2-TZVPD) of 2 unconnected molecules or ions with the total composition C5H11N.

Output
Frontier orbital gap (spin up / spin down) (eV): 8.063 / 8.064

ORCA input file:
```
! RIJCOSX wB97M-V def2-TZVPD def2/J DEFGRID3
* xyz 0 1
C 1.7949 -0.8383 1.7459
C 0.8450 1.4449 -0.7406
N -0.2549 0.8529 -0.3863
C -1.6299 1.1783 -0.0422
C -1.0822 -0.1764 -0.2858
C -1.3277 -1.2659 -1.2708
H 1.9772 0.1396 2.1988
H 1.8757 -1.6160 2.5097
H 2.5393 -1.0199 0.9650
H 0.9686 2.4937 -0.5065
H 1.6415 0.8569 -1.1796
H -1.8198 1.5187 0.9773
H -2.1393 1.7640 -0.8196
H 0.7892 -0.8517 1.3134
H -2.1525 -1.9028 -0.9392
H -0.4392 -1.8995 -1.3630
H -1.5757 -0.8791 -2.2734
*
```

=====

two.
The following is a DFT calculation (wB97M-V/def2-TZVPD) of a single C5H11N molecule.

Output
Frontier orbital gap (eV): 9.977
Structure (SMILES): CN1CC1(C)C

ORCA input file:
```
! RIJCOSX wB97M-V def2-TZVPD def2/J DEFGRID3
* xyz 0 1
C 1.7763 0.4741 -0.6926
N 1.1013 -0.3685 0.2684
C 0.4754 0.2079 1.4446
C -0.3465 -0.2444 0.2746
C -1.0428 0.8360 -0.5975
C -1.1226 -1.5489 0.2107
H 2.0133 -0.1412 -1.5660
H 1.1158 1.2789 -1.0183
H 2.6952 0.9055 -0.2906
H 0.4987 1.2879 1.6064
H 0.6278 -0.3655 2.3632
H -2.0296 1.0200 -0.1716
H -1.1780 0.4631 -1.6232
H -0.5949 1.8341 -0.7124
H -2.0848 -1.4650 0.7266
H -1.3288 -1.7706 -0.8443
H -0.5759 -2.4035 0.6220
*
```

=====

three.
The following is a DFT calculation (wB97M-V/def2-TZVPD) of 3 unconnected molecules or ions with the total composition C5H11N.

Output
Frontier orbital gap (eV): 11.061
Structure (SMILES): C[C@@H]1C=N1.[H][H].C=C

ORCA input file:
```
! RIJCOSX wB97M-V def2-TZVPD def2/J DEFGRID3
* xyz 0 1
C 2.5988 0.4707 -0.3409
C 1.2138 0.0004 0.0292
C 0.9326 -1.3589 0.4297
N 0.6120 -1.1490 -0.7652
H 3.1551 0.8041 0.5430
H 2.5516 1.3065 -1.0472
H 3.1570 -0.3449 -0.8113
H 0.5015 0.7814 0.3092
H 0.9233 -2.1724 1.1462
H -1.2315 -0.3093 1.7575
H -0.8753 -0.5853 2.3508
C -2.4282 0.8769 -0.1416
C -2.0893 -0.0207 -1.0613
H -2.0275 1.8879 -0.1535
H -3.1195 0.6380 0.6635
H -2.4808 -1.0345 -1.0450
H -1.3935 0.2090 -1.8630
*
```

=====

Top of the stability list: two, leading by 233.8 kJ/mol.

=====

one.
The following is a DFT calculation (wB97M-V/def2-TZVPD) of a single C5H11N molecule.

Output
Frontier orbital gap (eV): 9.678
Structure (SMILES): CC/C=C/CN

ORCA input file:
```
! RIJCOSX wB97M-V def2-TZVPD def2/J DEFGRID3
* xyz 0 1
C -2.6541 0.4966 0.3888
C -1.7358 -0.3679 -0.5042
C -0.2672 0.0770 -0.5435
C 0.7040 -0.7589 -0.0388
C 2.1654 -0.4683 0.2624
N 2.5685 0.8138 -0.2846
H -2.5367 1.6876 0.2801
H -3.6962 0.2235 0.1446
H -2.3046 0.1863 1.4369
H -1.8996 -1.4817 -0.3358
H -2.0973 -0.1761 -1.5129
H -0.0382 1.1484 -0.7684
H 0.2680 -1.6756 0.2210
H 2.8427 -1.3287 -0.2415
H 2.2652 -0.6270 1.5094
H 2.7589 1.5165 0.6791
H 3.6571 0.7345 -0.6928
*
```

=====

two.
The following is a DFT calculation (wB97M-V/def2-TZVPD) of a molecular structure, C5H11N.

Output
Frontier orbital gap (eV): 8.079

ORCA input file:
```
! RIJCOSX wB97M-V def2-TZVPD def2/J DEFGRID3
* xyz 0 1
C -1.4344 -1.4461 0.0404
C -0.5053 -0.5112 0.7410
C -0.5424 1.7773 -0.3150
N 0.8059 -0.6393 0.6310
C 1.6042 -0.6363 -0.5738
C 1.7057 0.4239 0.4843
H -0.9801 -1.8493 -0.8697
H -1.7030 -2.2879 0.6931
H -2.3620 -0.9282 -0.2225
H -0.8535 -0.0269 1.6515
H -1.1518 1.3054 -1.0904
H -0.0679 2.6614 -0.7719
H -1.1922 2.1366 0.4891
H 1.0966 -0.3333 -1.4938
H 2.2963 -1.4693 -0.6682
H 2.5620 0.5320 1.1433
H 0.7219 1.2912 0.1318
*
```

=====

Top of the stability list: one, leading by 223.8 kJ/mol.